[1]
Density functional theory data (ωB97M-V/def2-TZVPD) for C28H46ClN6NiSe as an isolated structure.

XYZ file:
```
83
Properties=species:S:1:pos:R:3:lowdin_charge:R:1
Ni -0.54426 1.88577 1.18660 0.345
N -1.69117 0.14716 1.89938 0.045
C -1.44397 0.09273 3.34204 -0.212
C -1.54577 1.50189 3.90606 -0.148
N -0.68500 2.48600 3.20218 -0.207
C 0.67340 2.56012 3.78563 -0.155
C 1.59997 1.49247 3.23072 -0.206
N 1.47826 1.45176 1.76782 0.021
C -1.33853 3.81759 3.19169 -0.164
C -2.32431 3.90182 2.04384 -0.194
N -1.58365 3.57092 0.81645 0.019
H -1.47348 -0.73256 1.43926 0.062
H -2.67247 0.32629 1.70953 0.108
H -2.14146 -0.55750 3.87912 0.125
H -0.44547 -0.31360 3.49167 0.089
H -2.58106 1.83471 3.80751 0.120
H -1.31628 1.50083 4.97726 0.133
H 1.08545 3.53910 3.53830 0.122
H 0.63115 2.49769 4.87871 0.132
H 2.61970 1.70960 3.56086 0.127
H 1.35332 0.50766 3.62406 0.103
H 1.99791 2.22360 1.35651 0.100
H 1.92483 0.60861 1.39781 -0.016
H -1.82022 4.04004 4.14932 0.137
H -0.56421 4.57071 3.04040 0.124
H -3.12042 3.16506 2.16226 0.114
H -2.79339 4.88781 2.00940 0.128
H -2.19095 3.49259 0.00677 0.098
H -0.92197 4.30819 0.58350 0.120
Cl 0.87350 5.69022 -4.50097 0.676
C 0.47888 4.41048 -3.39874 -0.678
C 1.48682 3.80098 -2.66525 -0.097
C 1.16527 2.78214 -1.78459 -0.046
C -0.15592 2.35404 -1.61402 -0.309
C -0.47809 1.29261 -0.62748 -0.164
C -1.14252 2.97397 -2.38441 -0.069
C -0.83671 3.99836 -3.26970 -0.103
H 2.51214 4.11901 -2.79521 0.109
H 1.95761 2.28277 -1.23632 0.105
H 0.32618 0.55559 -0.61143 0.027
H -1.42982 0.80226 -0.86473 0.075
H -2.17029 2.63112 -2.31320 0.112
H -1.60795 4.46654 -3.86549 0.108
C 0.83319 -0.23149 -5.73185 -0.104
C 1.73707 -1.30056 -5.12601 -0.251
C 1.11710 -2.02220 -3.93165 -0.181
C 0.74889 -1.04859 -2.82354 -0.181
N 0.32959 -1.72293 -1.59885 -0.026
C 1.06274 -1.83473 -0.46308 -0.696
Se 2.77711 -1.21572 -0.22410 0.712
N 0.27738 -2.43524 0.47095 -0.021
C 0.66798 -2.81370 1.82292 -0.159
C 0.88140 -4.31920 1.95575 -0.178
C 2.15567 -4.82049 1.27992 -0.253
C 3.42627 -4.38390 1.99950 -0.111
C -0.98728 -2.65845 -0.06044 -0.175
C -2.14085 -3.19620 0.49292 -0.018
C -3.26348 -3.24280 -0.32133 -0.075
C -3.22966 -2.77584 -1.63763 -0.071
C -2.07258 -2.24936 -2.19149 0.008
C -0.95281 -2.19916 -1.37536 -0.152
H 1.26778 0.17632 -6.64377 0.075
H 0.67408 0.60673 -5.04958 0.061
H -0.14531 -0.64445 -5.99007 0.078
H 2.68434 -0.85045 -4.81544 0.112
H 1.98593 -2.04172 -5.88755 0.109
H 1.82509 -2.75019 -3.52808 0.120
H 0.23151 -2.58065 -4.25185 0.113
H -0.06407 -0.38197 -3.11465 0.120
H 1.60960 -0.43194 -2.56296 0.078
H -0.12497 -2.47815 2.49750 0.109
H 1.57633 -2.25733 2.05303 0.078
H 0.00927 -4.83170 1.54078 0.108
H 0.90841 -4.56465 3.02106 0.120
H 2.18084 -4.47123 0.24261 0.097
H 2.11566 -5.91028 1.23366 0.110
H 3.58917 -3.30928 1.90851 0.028
H 4.30221 -4.87642 1.57836 0.077
H 3.38086 -4.64083 3.06021 0.077
H -2.16645 -3.57429 1.50592 0.115
H -4.18179 -3.66031 0.06792 0.108
H -4.12406 -2.83806 -2.24224 0.109
H -2.04719 -1.89578 -3.21311 0.117
```

Calculated values
Relative energy (zero: lowest compared OMol25 entry of this formula, charge and spin) (eV): 0.1346
E (a.u.): -5792.8683
Charge: +1
Gap between HOMO and LUMO (spin up / spin down) (eV): 7.92 / 7.92
LUMO (spin up / spin down) (eV): -2.157 / -2.159

=====

[2]
Density functional theory data (ωB97M-V/def2-TZVPD) for a single C4H6OS molecule in a non-equilibrium geometry.

XYZ file:
```
12
Properties=species:S:1:pos:R:3:nbo_charge:R:1
S -0.52921 1.98401 0.61808 -0.204
C -0.86218 0.31364 1.00410 0.147
O -0.77414 -0.65799 0.15400 -0.489
C 0.28464 -0.63695 -0.85010 0.026
C 1.68814 -1.07699 -0.45993 -0.444
C 0.76248 -1.92373 -1.16731 -0.469
H -1.33169 0.03899 1.96700 0.191
H 0.09807 0.32145 -1.33361 0.245
H 2.58093 -0.45049 -0.79351 0.260
H 1.71359 -1.39242 0.65822 0.232
H -0.12892 -2.61367 -0.57540 0.252
H 0.49004 -2.43986 -2.20449 0.251
```

Calculated values
Relative energy (zero: lowest compared OMol25 entry of this formula, charge and spin) (eV): 4.1881
E (a.u.): -629.2933
Structure (SMILES): S=COC1CC1
Gap between HOMO and LUMO (eV): 8.80
LUMO (eV): 0.070

=====

[3]
Density functional theory data (ωB97M-V/def2-TZVPD) for a 3-piece molecular cluster, C21H42F3N3O15P3S overall in a non-equilibrium geometry.

XYZ file:
```
88
Properties=species:S:1:pos:R:3:lowdin_charge:R:1
O 4.93463 -1.74485 -1.11290 0.250
C 4.77185 -1.16877 -2.11586 -0.494
F 3.85133 -1.54975 -2.98334 0.186
N 5.49672 -0.01524 -2.54940 0.148
C 6.64380 0.25422 -1.72952 -0.471
O 7.53758 -0.49320 -1.70419 0.266
F 6.65136 1.39633 -1.06502 0.179
N 4.68047 1.10861 -2.78422 -0.016
C 4.91619 1.80896 -3.94214 0.083
C 3.98555 2.80245 -3.86921 -0.197
S 3.88160 3.98336 -5.18667 0.659
O 3.53046 3.31396 -6.37710 -0.191
O 3.09352 5.09800 -4.81954 -0.217
F 5.35933 4.44733 -5.29059 -0.096
N 3.23453 2.69123 -2.72838 0.027
C 2.12381 3.58073 -2.34901 -0.092
C 0.81645 2.81975 -2.03205 -0.186
C -0.23182 2.92469 -3.16392 -0.154
C -1.16575 1.70947 -3.01933 -0.268
O -0.65485 0.58319 -3.71825 -0.059
C 3.68718 1.63954 -2.03174 -0.191
P 3.00924 1.08437 -0.31961 0.911
O 4.20817 1.05104 0.74802 -0.219
O 2.34715 -0.39016 -0.43668 -0.207
H 5.67211 1.58990 -4.67816 0.171
H 2.39394 4.16471 -1.46766 0.139
H 1.89640 4.30316 -3.12685 0.109
H 0.35255 3.23651 -1.13827 0.128
H 0.97173 1.75319 -1.87319 0.055
H 0.22813 2.83518 -4.15378 0.121
H -0.80887 3.84672 -3.09665 0.123
H -2.20317 1.95835 -3.25725 0.119
H -1.14531 1.45419 -1.94857 0.116
H -0.92667 -0.20367 -3.23677 0.084
H 4.58769 1.93401 0.85823 0.085
H 1.69746 -0.36476 -1.15645 0.074
O 2.66828 0.86357 3.60693 -0.233
P 2.51824 -0.47869 4.25567 0.599
O 1.00095 -0.33345 4.87445 -0.216
C -0.10898 -0.27682 3.97841 -0.282
C -0.47326 -1.64974 3.43926 -0.072
O 3.42347 -0.22073 5.59724 -0.235
C 4.56596 0.63878 5.57684 -0.282
C 4.24926 1.93809 6.28623 -0.072
O 2.54527 -2.08854 4.46296 -0.222
C 2.79824 -2.76646 5.70707 -0.251
C 1.72689 -2.56360 6.75174 -0.068
H 0.10544 0.41564 3.15827 0.102
H -0.94702 0.13209 4.54271 0.120
H 0.32628 -2.04956 2.81012 0.069
H -1.38565 -1.59824 2.84275 0.068
H -0.62428 -2.35671 4.25441 0.076
H 4.90713 0.81843 4.55735 0.100
H 5.36958 0.11758 6.10165 0.118
H 3.37867 2.42356 5.84484 0.075
H 5.09569 2.62514 6.23900 0.078
H 4.01077 1.74923 7.33343 0.080
H 3.78496 -2.51587 6.08969 0.114
H 2.83811 -3.82579 5.44749 0.122
H 1.72243 -1.54385 7.13287 0.074
H 1.90506 -3.23627 7.59184 0.087
H 0.73792 -2.76729 6.34245 0.073
O -3.89927 -2.57297 -1.16127 -0.229
P -5.31548 -2.45300 -1.60959 0.571
O -5.31872 -1.10142 -2.53323 -0.209
C -4.60566 -1.11980 -3.76950 -0.291
C -5.37419 -1.84638 -4.85847 -0.073
O -5.98914 -1.87746 -0.22871 -0.239
C -5.44426 -2.19216 1.05477 -0.279
C -4.72951 -0.98496 1.62463 -0.076
O -6.71987 -3.04414 -2.14154 -0.209
C -8.02317 -2.61712 -1.70965 -0.251
C -8.37112 -1.20133 -2.10333 -0.070
H -3.61849 -1.57038 -3.62460 0.102
H -4.45406 -0.07940 -4.06048 0.114
H -5.47820 -2.90782 -4.62318 0.074
H -4.86055 -1.75640 -5.81632 0.080
H -6.37974 -1.43866 -4.95719 0.076
H -4.78092 -3.05420 1.00218 0.106
H -6.28147 -2.46425 1.70123 0.119
H -3.95744 -0.62891 0.94115 0.071
H -4.26705 -1.22253 2.58442 0.071
H -5.43087 -0.16192 1.76890 0.077
H -8.14889 -2.78012 -0.64190 0.114
H -8.72020 -3.29829 -2.20043 0.123
H -7.78041 -0.47251 -1.55045 0.073
H -9.42415 -1.01144 -1.89165 0.086
H -8.19113 -1.03567 -3.16536 0.073
```

Calculated values
E (a.u.): -3839.8551
Charge: +1
Gap between HOMO and LUMO (eV): 7.49
LUMO (eV): -4.350

=====

[4]
Density functional theory data (ωB97M-V/def2-TZVPD) for ClCr as an isolated structure in a non-equilibrium geometry.

XYZ file:
```
2
Properties=species:S:1:pos:R:3:mulliken_spin:R:1
Cr -0.47739 -0.49409 -0.68661 4.033
Cl 0.47739 0.49409 0.68661 -0.033
```

Calculated values
Relative energy (zero: lowest compared OMol25 entry of this formula, charge and spin) (eV): 0.4248
E (a.u.): -1504.3044
Charge: +1
Gap between HOMO and LUMO (spin up / spin down) (eV): 8.05 / 10.72
LUMO (spin up / spin down) (eV): -8.151 / -7.065
Multiplicity: 5